Entry 1:
{"formula": "C2H5NS2", "method": "ωB97M-V with the def2-TZVPD basis set", "symbols": ["S", "S", "N", "C", "C", "H", "H", "H", "H", "H"], "coordinates": [[-0.195218, 1.817265, -0.018816], [-2.556038, 0.047145, -0.131372], [1.372389, -0.195901, -0.258316], [0.061935, -0.735765, 0.218181], [-0.956908, 0.313222, 0.069567], [1.599540, -0.606390, -1.146067], [0.134859, -1.041914, 1.254792], [-0.244041, -1.556090, -0.389020], [2.125728, -0.464878, 0.305428], [-1.342244, 2.423306, 0.095620]], "atomic_forces_ev_per_a": [[1.037, 1.103, 0.114], [0.234, -0.163, 0.324], [-1.324, -0.415, -0.415], [1.675, -0.057, -0.409], [-1.198, -0.045, -0.416], [-0.159, 0.069, -0.564], [-0.071, -0.104, 0.218], [-0.241, -0.911, -0.180], [1.058, -0.327, 1.340], [-1.010, 0.851, -0.011]], "nbo_charge": [0.195, -0.031, -0.828, -0.321, -0.301, 0.366, 0.229, 0.219, 0.367, 0.106], "e_tot_ev": -25314.863, "total_charge": 0, "lumo_energy_ev": -0.024, "spin_multiplicity": 1, "de_lowest_kj_mol": 92.9, "gap_ev": 8.50, "smiles": "NCC(=S)S"}

---

Entry 2:
{"formula": "C2H5NS2", "method": "ωB97M-V with the def2-TZVPD basis set", "symbols": ["S", "S", "N", "C", "C", "H", "H", "H", "H", "H"], "coordinates": [[0.877437, 0.077379, 1.872436], [-1.070260, 0.356794, 0.871501], [-1.364162, 1.848252, 0.582115], [0.547450, -1.167313, -0.844231], [0.488359, 0.114914, 0.021527], [-2.054619, 2.238257, 1.138495], [0.873024, -1.953694, -0.246672], [0.792065, 1.017267, -0.483518], [-0.452892, -1.380911, -1.228636], [1.363597, -1.150945, -1.683017]], "atomic_forces_ev_per_a": [[-0.325, -0.206, -1.545], [0.800, 0.944, -0.121], [1.544, -0.965, -1.411], [1.262, 1.458, -1.336], [-0.236, -1.072, 0.600], [-1.791, 0.648, 1.447], [0.235, -1.577, 1.171], [-0.071, 0.342, 0.155], [0.330, -0.048, -0.299], [-1.749, 0.476, 1.338]], "nbo_charge": [-0.123, 0.984, -1.054, -0.641, -0.456, 0.361, 0.227, 0.251, 0.222, 0.229], "e_tot_ev": -25313.479, "total_charge": 0, "lumo_energy_ev": 0.014, "spin_multiplicity": 1, "de_lowest_kj_mol": 226.5, "gap_ev": 8.89}

---

Entry 3:
{"formula": "C2H5NS2", "method": "ωB97M-V with the def2-TZVPD basis set", "symbols": ["S", "S", "N", "C", "C", "H", "H", "H", "H", "H"], "coordinates": [[0.313167, 1.190991, 1.271585], [-1.033662, -1.221702, -2.032914], [0.082978, 0.440787, -0.250961], [1.689361, 0.181499, 1.976981], [-0.716677, -0.581631, -0.564939], [1.727775, -0.723263, 1.275162], [1.424840, 0.029354, 2.981694], [-1.291974, -1.001227, 0.281096], [0.616163, 0.827134, -0.976652], [2.634167, 0.674683, 1.904443]], "atomic_forces_ev_per_a": [[0.067, -0.554, -0.151], [0.450, 0.247, -0.063], [0.042, 0.115, 1.078], [-0.601, -0.607, -2.853], [-1.407, -0.812, 0.603], [-0.106, 0.938, 1.598], [-0.196, -0.802, 1.219], [0.535, 0.429, -0.091], [0.689, 0.544, -1.282], [0.528, 0.503, -0.057]], "nbo_charge": [0.386, -0.120, -0.726, -0.738, -0.085, 0.242, 0.225, 0.197, 0.402, 0.217], "e_tot_ev": -25314.820, "total_charge": 0, "lumo_energy_ev": 0.496, "spin_multiplicity": 1, "de_lowest_kj_mol": 97.1, "gap_ev": 9.08, "smiles": "CSNC=S"}

---

Entry 4:
{"formula": "C2H5NS2", "method": "ωB97M-V with the def2-TZVPD basis set", "symbols": ["S", "S", "N", "C", "C", "H", "H", "H", "H", "H"], "coordinates": [[-1.492306, 1.808640, 0.945131], [1.126158, -0.246070, -1.943151], [-0.252972, 0.496478, -1.175769], [-0.855922, 0.388664, 0.163641], [-0.164724, -0.753334, 0.932901], [-0.628171, 1.275867, -1.559461], [0.861795, -0.037089, 1.352607], [0.050593, -1.726263, 0.227053], [2.286346, -0.306265, -0.598705], [-0.930797, -0.900628, 1.655753]], "atomic_forces_ev_per_a": [[0.328, -2.812, -1.776], [0.893, 0.130, 3.782], [-0.480, -2.722, 3.519], [3.893, 1.504, -1.372], [1.422, 1.467, -1.686], [-0.561, 3.150, -1.995], [-2.958, -2.940, -1.014], [-0.236, 2.634, 2.017], [-2.572, 0.440, -2.925], [0.272, -0.852, 1.452]], "nbo_charge": [-0.143, 0.192, -0.758, 0.144, -0.711, 0.394, 0.266, 0.248, 0.126, 0.243], "e_tot_ev": -25311.622, "total_charge": 0, "lumo_energy_ev": -0.625, "spin_multiplicity": 1, "de_lowest_kj_mol": 405.6, "gap_ev": 8.10}

---

Entry 5:
{"formula": "C2H5O", "method": "ωB97M-V with the def2-TZVPD basis set", "symbols": ["O", "C", "C", "H", "H", "H", "H", "H"], "coordinates": [[2.288384, 0.698983, -0.503495], [-0.308549, -0.651453, -0.156704], [-1.316099, 0.241056, 0.136390], [-2.288444, -0.068321, 0.571894], [-0.406986, -1.768577, -0.003649], [0.635243, -0.276301, -0.484540], [-1.170018, 1.314362, 0.022062], [2.566471, 0.510253, 0.418045]], "atomic_forces_ev_per_a": [[1.328, 0.352, 0.476], [0.169, -2.317, -0.136], [-2.119, 0.642, 0.583], [0.350, 0.203, -0.143], [-0.086, 1.085, -0.039], [0.700, -0.004, -0.121], [0.012, -0.055, 0.084], [-0.355, 0.095, -0.704]], "nbo_charge": [-1.379, -0.753, -0.828, 0.096, 0.088, 0.252, 0.147, 0.377], "e_tot_ev": -4194.935, "total_charge": -2, "lumo_energy_ev": [8.524, 8.364], "spin_multiplicity": 2, "de_lowest_kj_mol": 107.5, "gap_ev": [2.68, 6.68]}

---

Entry 6:
{"formula": "C2H5O2P", "method": "ωB97M-V with the def2-TZVPD basis set", "symbols": ["P", "O", "O", "C", "C", "H", "H", "H", "H", "H"], "coordinates": [[-0.403291, 0.938423, 0.718598], [0.378277, 2.041727, 2.009944], [0.373164, 1.139241, -0.711508], [-0.073107, -0.892243, 0.373574], [0.403389, -0.269295, -1.056267], [1.463411, -0.552896, -1.322777], [0.709433, -1.222690, 1.059277], [-0.260595, -0.675744, -1.992080], [-1.832779, 1.266001, 0.564039], [-0.757903, -1.772524, 0.357199]], "atomic_forces_ev_per_a": [[2.561, 4.425, 4.659], [-3.571, -5.154, -5.416], [-1.135, -0.846, 0.150], [0.144, 0.806, -0.926], [0.354, -2.582, -0.790], [-1.110, 0.397, 0.363], [0.467, 0.356, -0.399], [1.161, 1.597, 2.399], [1.315, -0.317, 0.050], [-0.186, 1.318, -0.089]], "nbo_charge": [1.661, -0.927, -0.757, -0.762, -0.093, 0.206, 0.257, 0.199, -0.043, 0.259], "e_tot_ev": -15535.908, "total_charge": 0, "lumo_energy_ev": 0.517, "spin_multiplicity": 1, "de_lowest_kj_mol": 265.0, "gap_ev": 10.03}

---

Entry 7:
{"formula": "C2H5O2P2", "method": "ωB97M-V with the def2-TZVPD basis set", "symbols": ["P", "P", "O", "O", "C", "C", "H", "H", "H", "H", "H"], "coordinates": [[-0.415070, -2.220836, 0.104046], [-0.926021, 0.037743, 0.334440], [-2.021201, 0.235433, 1.335831], [-1.230232, 0.339466, -1.647237], [1.355278, 1.194173, -0.100598], [0.602882, 0.799828, 0.877137], [-1.550258, -2.107963, -0.675337], [0.327298, -2.026936, -1.084661], [0.675837, 1.071114, 1.989156], [2.167392, 1.836119, -0.096368], [1.014100, 0.841861, -1.036406]], "atomic_forces_ev_per_a": [[0.143, 0.911, 0.238], [-0.389, -0.571, 0.068], [-0.245, -0.200, 0.419], [-0.013, -0.050, -0.091], [0.724, 0.074, -1.405], [-1.387, -0.530, 3.766], [-0.868, -0.621, -0.399], [0.322, 0.060, 0.059], [0.033, -0.106, -1.647], [1.619, 1.077, 0.347], [0.061, -0.044, -1.354]], "nbo_charge": [-0.193, 1.503, -1.149, -0.615, -0.459, -0.644, -0.006, -0.017, 0.203, 0.172, 0.205], "e_tot_ev": -24823.991, "total_charge": -1, "lumo_energy_ev": [4.369, 3.439], "spin_multiplicity": 3, "de_lowest_kj_mol": 14.2, "gap_ev": [4.96, 8.12]}

---

Entry 8:
{"formula": "C2H5O2S", "method": "ωB97M-V with the def2-TZVPD basis set", "symbols": ["S", "O", "O", "C", "C", "H", "H", "H", "H", "H"], "coordinates": [[1.694438, -0.032282, -0.457416], [-2.933380, 0.215989, -0.043431], [-0.851064, 1.126534, 0.095166], [1.637725, -1.216829, 0.921480], [-1.717461, 0.250214, -0.223993], [2.021367, -2.153005, 0.507728], [2.332858, -0.879055, 1.696258], [0.647389, -1.374693, 1.313157], [0.343339, 0.779720, -0.331147], [-1.284040, -0.730370, -0.598942]], "atomic_forces_ev_per_a": [[0.176, 0.412, -0.599], [0.083, 0.829, -0.037], [-0.157, 0.737, -0.470], [0.747, 0.167, -0.463], [0.030, -1.948, 0.410], [-0.128, -0.069, 0.261], [-0.301, -0.150, 0.112], [-0.367, 0.048, 0.189], [-0.223, -0.697, 0.826], [0.139, 0.670, -0.228]], "nbo_charge": [-0.408, -0.714, -0.747, -0.728, 0.644, 0.193, 0.189, 0.205, 0.334, 0.031], "e_tot_ev": -17086.626, "total_charge": -1, "lumo_energy_ev": 3.836, "spin_multiplicity": 1, "de_lowest_kj_mol": 49.6, "gap_ev": 7.83}

---

Entry 9:
{"formula": "C2H5O2S", "method": "ωB97M-V with the def2-TZVPD basis set", "symbols": ["S", "O", "O", "C", "C", "H", "H", "H", "H", "H"], "coordinates": [[-1.109919, 1.529199, -1.093193], [2.612840, -1.189492, 1.207662], [1.605363, 0.135038, -0.311787], [-1.492081, -0.123961, -0.418736], [1.749028, -0.395264, 0.807132], [-1.360811, -0.109450, 0.671383], [-2.487673, -0.384677, -0.751102], [1.012466, -0.058191, 1.571840], [-0.746289, -0.769229, -0.852728], [0.217075, 1.366027, -0.830470]], "atomic_forces_ev_per_a": [[-0.053, 0.062, 0.099], [0.035, -0.209, -0.042], [-0.004, 0.169, -0.750], [0.450, 0.689, 0.087], [0.413, 0.091, 0.451], [-0.322, -0.159, -0.376], [-0.228, -0.173, 0.196], [-0.356, 0.012, 0.325], [0.060, -0.437, 0.004], [0.004, -0.046, 0.007]], "nbo_charge": [-0.192, -0.766, -0.804, -0.719, 0.632, 0.211, 0.195, -0.014, 0.239, 0.219], "e_tot_ev": -17086.716, "total_charge": -1, "lumo_energy_ev": 3.542, "spin_multiplicity": 1, "de_lowest_kj_mol": 40.9, "gap_ev": 7.87}

---

Entry 10:
{"formula": "C2H5O2S", "method": "ωB97M-V with the def2-TZVPD basis set", "symbols": ["S", "O", "O", "C", "C", "H", "H", "H", "H", "H"], "coordinates": [[-0.765316, -0.233111, 1.673989], [-1.566077, 0.663266, -0.899121], [-0.058497, 2.174297, -1.908441], [-0.527100, 1.059714, -1.655440], [0.869946, -0.952195, 1.200666], [-0.221321, 0.224545, -2.311069], [1.754031, -0.268192, 1.331625], [0.977984, -1.713016, 2.052614], [-1.377190, 0.386927, 0.360928], [0.913539, -1.342236, 0.154250]], "atomic_forces_ev_per_a": [[-0.001, 0.183, 0.143], [1.937, 1.421, -1.075], [-0.577, -1.062, 1.138], [-2.226, 0.011, -0.276], [0.356, -0.097, 1.079], [0.529, -0.281, 0.080], [-1.005, -0.260, -0.193], [0.169, 0.503, -1.779], [1.010, -0.330, -0.126], [-0.191, -0.089, 1.008]], "nbo_charge": [-0.386, -0.814, -0.675, 0.655, -0.742, 0.030, 0.187, 0.204, 0.338, 0.203], "e_tot_ev": -17086.021, "total_charge": -1, "lumo_energy_ev": 3.974, "spin_multiplicity": 1, "de_lowest_kj_mol": 108.0, "gap_ev": 7.90}